1.
Below is a cluster of 3 separate species, C3HIN2O in total at a distorted geometry, with properties calculated with ωB97M-V/def2-TZVPD.

Its HOMO energy is -9.884 eV. The value obtained for the energy above the lowest of the compared OMol25 structures with the same formula, charge and spin is 22.4 kJ/mol.

Geometry as XYZ:
```
8
C3HIN2O | OMol25 | ωB97M-V/def2-TZVPD
C 1.54 1.40 0.34
C 0.49 1.07 -0.47
C 1.05 -1.67 0.15
N 2.46 1.58 0.97
N -0.41 0.90 -1.16
O 1.72 -2.56 0.17
I -3.58 0.42 -0.09
H -3.27 -1.14 0.08
```

2.
Below is a structure of composition C29H47BrN2OP2Pb at a distorted geometry, with properties calculated with ωB97M-V/def2-TZVPD.

Its HOMO energy (alpha / beta) is -18.022 / -18.046 eV. As for the total charge: +4. The value obtained for the energy above the lowest of the compared OMol25 structures with the same formula, charge and spin is 0.0 kJ/mol.

Geometry as XYZ:
```
83
C29H47BrN2OP2Pb | OMol25 | ωB97M-V/def2-TZVPD
C -0.69 4.85 -3.53
C -0.89 3.67 -4.29
C -1.11 3.83 -5.67
C -1.08 5.12 -6.22
N -0.84 6.21 -5.50
C -0.66 6.09 -4.18
C -0.83 2.33 -3.69
C -0.78 1.78 -2.51
C -0.91 1.74 -1.08
C 0.23 1.81 -0.27
C 0.18 1.38 1.05
C -1.02 0.85 1.55
C -2.21 0.97 0.82
C -2.15 1.38 -0.51
Pb -0.27 0.21 -3.89
P 2.04 -1.85 0.48
H -1.28 2.98 -6.31
H -0.52 4.82 -2.46
H -1.26 5.27 -7.29
H -0.49 7.02 -3.63
H -3.04 1.32 -1.15
H 1.18 2.12 -0.73
H -3.15 0.66 1.26
H 1.05 1.42 1.69
C 2.48 -3.46 1.30
C 3.69 -4.26 0.85
H 1.57 -4.07 1.17
H 2.56 -3.22 2.37
H 3.84 -5.11 1.53
H 3.56 -4.69 -0.15
H 4.62 -3.68 0.87
C 2.98 -1.89 -1.11
C 3.12 -0.52 -1.80
H 2.44 -2.59 -1.76
H 3.96 -2.34 -0.90
H 3.42 -0.68 -2.85
H 2.18 0.05 -1.81
H 3.91 0.09 -1.34
C 3.04 -0.66 1.47
C 4.53 -0.97 1.64
H 2.55 -0.61 2.45
H 2.92 0.33 1.01
H 5.00 -0.14 2.18
H 4.70 -1.87 2.24
H 5.06 -1.08 0.68
Br -1.02 -0.24 3.04
P -2.35 -2.65 -1.99
C -0.54 -3.01 -1.90
C -0.31 -4.51 -2.13
H -0.20 -2.70 -0.90
H 0.00 -2.41 -2.66
H 0.76 -4.75 -2.11
H -0.79 -5.12 -1.35
H -0.72 -4.84 -3.10
C -2.75 -2.55 -0.20
C -3.88 -3.48 0.22
H -3.02 -1.51 0.03
H -1.83 -2.77 0.36
H -4.03 -3.40 1.30
H -4.83 -3.22 -0.27
H -3.64 -4.53 0.00
C -2.86 -0.94 -2.47
C -3.08 -0.87 -3.99
H -2.07 -0.27 -2.12
H -3.78 -0.67 -1.91
H -2.95 0.15 -4.38
H -2.39 -1.56 -4.50
H -4.10 -1.19 -4.25
C -0.30 1.61 6.87
N 0.24 2.19 5.66
C 1.67 2.25 5.51
C -0.52 2.60 4.60
C -2.02 2.41 4.74
O 0.02 3.08 3.60
H 0.49 1.61 7.63
H -0.65 0.58 6.72
H -1.15 2.21 7.23
H 2.03 1.46 4.83
H 1.96 3.23 5.11
H 2.12 2.10 6.49
H -2.50 2.76 3.82
H -2.27 1.35 4.87
H -2.40 2.99 5.59
```

3.
Below is a cluster of 2 separate species, C8H12N2O4 in total at a distorted geometry, with properties calculated with ωB97M-V/def2-TZVPD.

Its HOMO energy is -4.943 eV. The value obtained for the energy above the lowest of the compared OMol25 structures with the same formula, charge and spin is 700.2 kJ/mol.

Geometry as XYZ:
```
26
C8H12N2O4 | OMol25 | ωB97M-V/def2-TZVPD
O 1.17 -0.11 0.37
N 1.65 -0.41 -0.67
O 0.78 0.03 -1.74
C 0.48 1.36 -1.44
C 1.59 2.33 -1.52
C 1.27 3.71 -1.16
O 2.31 4.64 -1.19
C -0.11 4.07 -0.73
C -1.12 3.04 -0.72
N -0.80 1.74 -1.06
H 2.60 1.98 -1.84
H 2.84 4.42 -0.40
H -0.31 5.13 -0.44
H -2.17 3.24 -0.40
H -1.53 1.02 -1.03
C -0.96 -2.71 0.15
C -1.36 -3.63 1.32
C -0.22 -3.62 2.36
O -1.49 -4.87 0.84
H -0.04 -3.03 -0.34
H -1.75 -2.66 -0.61
H -0.80 -1.67 0.51
H -2.23 -3.14 1.82
H 0.72 -3.98 1.94
H -0.47 -4.26 3.22
H -0.05 -2.61 2.75
```

4.
Below is the molecule C5H3N at a distorted geometry, with properties calculated with ωB97M-V/def2-TZVPD.

Its HOMO energy is -10.416 eV. The value obtained for the energy above the lowest of the compared OMol25 structures with the same formula, charge and spin is 305.2 kJ/mol.

Geometry as XYZ:
```
9
C5H3N | OMol25 | ωB97M-V/def2-TZVPD
C -0.98 0.20 -0.43
C -2.15 0.57 0.05
C -3.35 0.18 0.20
C 0.17 -0.37 0.39
C -0.20 -1.79 0.10
N -0.54 -2.82 -0.25
H -0.85 0.18 -1.54
H 1.26 -0.36 -0.07
H 0.26 -0.24 1.43
```

5.
Below is the molecule C4H7NO at a distorted geometry, with properties calculated with ωB97M-V/def2-TZVPD.

Its HOMO energy is -6.825 eV. The value obtained for the energy above the lowest of the compared OMol25 structures with the same formula, charge and spin is 461.9 kJ/mol.

Geometry as XYZ:
```
13
C4H7NO | OMol25 | ωB97M-V/def2-TZVPD
C -2.01 0.30 -0.28
N -0.58 0.17 0.29
C 0.25 -1.05 0.03
C 1.54 -0.21 0.03
C 0.66 1.02 0.16
O 0.78 2.20 0.21
H -1.02 0.15 1.20
H -2.16 1.39 -0.27
H -1.94 -0.07 -1.30
H 0.01 -1.51 -0.93
H 0.15 -1.79 0.83
H 2.18 -0.35 0.90
H 2.14 -0.25 -0.88
```

6.
Below is a structure of composition C6H15N at a distorted geometry, with properties calculated with ωB97M-V/def2-TZVPD.

Its HOMO energy is -8.267 eV. The value obtained for the energy above the lowest of the compared OMol25 structures with the same formula, charge and spin is 452.4 kJ/mol.

Geometry as XYZ:
```
22
C6H15N | OMol25 | ωB97M-V/def2-TZVPD
C 0.86 -0.42 -4.21
N 0.71 0.58 -0.95
C -0.21 0.44 0.06
C 0.23 -0.46 1.24
C -0.76 -1.50 1.74
C 0.75 0.35 2.44
C -1.42 1.30 0.19
H 0.79 0.30 -3.38
H 1.19 -1.52 -3.87
H 1.37 0.01 -5.09
H -0.15 -0.58 -4.52
H 0.11 -0.39 -0.93
H 1.11 -0.91 0.77
H -0.47 -2.18 2.61
H -1.35 -2.21 1.12
H -1.54 -0.86 2.21
H -0.13 1.01 2.84
H 1.02 -0.32 3.21
H 1.74 0.95 2.29
H -1.65 1.62 1.25
H -2.32 0.66 -0.09
H -1.34 2.09 -0.51
```